Below is a cluster of 2 separate species, C4H6N2O in total, with properties calculated with wB97M-V/def2-TZVPD.

Each line ends with the natural charge from an NBO analysis.
Cartesian coordinates (Å):
O 0.47 1.66 -1.29  -0.52
N -1.32 0.23 -0.96  -0.63
N 1.44 0.38 1.19  -0.53
C 0.32 0.12 0.66  0.15
C -1.69 -0.70 0.01  0.06
C -0.10 0.82 -0.64  0.63
C -0.76 -0.81 0.98  -0.37
H 2.54 0.49 -1.38  0.00
H -1.85 0.47 -1.78  0.42
H -2.63 -1.22 -0.09  0.22
H 2.78 0.18 -0.75  0.00
H 1.59 -0.22 2.01  0.34
H -0.81 -1.46 1.84  0.23

Results
* 2S+1: 1
* frontier orbital gap: 8.8 eV
* energy above the lowest of the compared OMol25 structures with the same formula, charge and spin: 49.2 kcal per mole
* charge: 0
* SMILES: [H]/N=C1\C=CNC1=O.[H][H]

Below is the ion C5H11O with charge +1 in a non-equilibrium geometry, with properties calculated with wB97M-V/def2-TZVPD.

Each line ends with the natural charge from an NBO analysis.
Cartesian coordinates (Å):
O -0.03 0.90 -0.35  -0.36
C -0.90 -0.21 0.15  -0.07
C -0.88 -1.28 -0.93  -0.66
C -0.63 1.42 -1.54  0.01
C 1.41 0.32 1.65  -0.75
C 1.23 0.83 0.29  0.18
H -1.68 -2.01 -0.61  0.27
H 2.46 0.55 2.01  0.29
H -0.02 2.31 -1.86  0.21
H 2.03 1.60 -0.07  0.23
H 1.42 -0.74 1.58  0.25
H -0.58 -0.28 1.24  0.26
H -1.94 0.37 0.21  0.22
H -1.65 1.45 -1.54  0.19
H 0.76 0.62 2.42  0.25
H 0.11 -1.71 -0.78  0.23
H -0.91 -0.95 -1.92  0.25

Results
* 2S+1: 1
* frontier orbital gap (alpha / beta): 9.9 / 8.2 eV
* energy above the lowest of the compared OMol25 structures with the same formula, charge and spin: 117.2 kcal per mole
* charge: +1